Formula: C3H8S
Source: OMol25
Level of theory: ωB97M-V/def2-TZVPD

The geometry in XYZ format:
```
12
Properties=species:S:1:pos:R:3
C -2.02270 -0.94851 3.42978
C -1.80572 0.30360 3.78238
C -0.50545 1.01826 3.80960
H -2.93009 -1.26853 3.03962
H -1.34643 -1.70610 3.26175
H -2.71631 0.86213 4.08950
H 0.38522 0.49072 3.34237
H -0.47612 2.15059 3.41267
H -0.32976 1.30739 4.95301
S 1.89536 -0.19597 -4.84187
H 1.11097 0.61850 -5.46653
H 1.97994 -1.55938 -5.29301
```

Properties
Structure (SMILES): C=CC.S
Frontier orbital gap (eV): 10.02